DFT (the ωB97M-V functional and the def2-TZVPD basis) results for the molecule C7H10 in a non-equilibrium geometry.

XYZ file:
```
17
C7H10 the ωB97M-V functional and the def2-TZVPD basis
C -3.158 0.838 1.235
C -2.241 0.628 0.190
C -0.819 0.483 0.335
C 0.045 0.309 -0.764
C 1.423 -0.276 -0.683
C 2.538 0.473 -0.999
C 1.477 -1.527 0.111
H -4.152 1.025 1.010
H -2.766 0.543 2.245
H -2.661 0.736 -0.791
H -0.299 0.340 1.337
H -0.240 0.718 -1.712
H 2.642 0.963 -1.951
H 3.526 0.496 -0.546
H 2.138 -2.315 -0.410
H 0.566 -2.056 0.293
H 1.982 -1.379 1.100
```

Summary:
energy above the lowest of the compared OMol25 structures with the same formula, charge and spin	82.3	kcal per mole
HOMO level	-7.77	eV
2S+1	1
SMILES	C=C/C=C/C(=C)C
DFT total energy	-272.5868	a.u.

For each atom in turn, the Löwdin charge in e is:
1. C 0.02
2. C -0.20
3. C -0.12
4. C -0.06
5. C -0.35
6. C 0.06
7. C -0.10
8. H 0.01
9. H 0.07
10. H 0.09
11. H 0.13
12. H 0.10
13. H 0.05
14. H 0.06
15. H 0.10
16. H 0.06
17. H 0.10